Density functional theory data (wB97M-V/def2-TZVPD) for 10 unconnected molecules or ions with the total composition C42H52Cl4F12N2O22PS2.

Net charge: -1
LUMO level in eV: -0.522
Frontier orbital gap in eV: 5.923
HOMO in eV: -6.445
Energy relative to the best compared isomer or geometry (same formula, charge and spin) in eV: 5.5920

Atoms and positions in Å:
C: 6.53582 4.16267 2.32841
C: 5.07517 3.62682 2.79389
C: 5.10960 2.06259 3.12527
N: 3.84772 1.47261 3.79749
C: 2.59353 1.74182 2.91395
C: 3.65001 2.07299 5.19303
C: 3.55417 0.89963 6.15182
C: 3.13333 -0.28609 5.30575
C: 3.86251 -0.09018 3.99706
H: 7.26550 3.89406 3.09229
H: 6.69570 5.21758 2.10552
H: 6.97872 3.61294 1.49790
H: 4.41103 3.76418 1.94057
H: 4.73129 4.20459 3.65181
H: 5.90559 1.72088 3.78689
H: 5.27095 1.40788 2.26887
H: 2.67550 1.26668 1.93640
H: 2.62071 2.80935 2.69542
H: 1.72695 1.39055 3.47411
H: 2.70925 2.62112 5.14166
H: 4.40728 2.79332 5.50251
H: 2.80306 1.12238 6.90968
H: 4.55464 0.67559 6.52193
H: 2.10407 -0.34781 4.95232
H: 3.27798 -1.27983 5.72963
H: 3.46610 -0.52343 3.07877
H: 4.93396 -0.27640 4.07059
P: -1.62525 2.31389 -7.36317
F: -0.62342 2.94831 -6.22957
F: -2.32824 1.44079 -6.24419
F: -2.86375 3.33438 -7.12525
F: -2.73281 1.67200 -8.35184
F: -0.93698 3.17490 -8.54539
F: -0.65448 1.04212 -7.75637
C: 1.23774 2.23331 -3.20301
F: 0.72462 1.14015 -3.78712
F: 2.56031 2.16427 -3.39152
F: 0.69720 3.39464 -3.59802
S: 1.14312 2.06808 -1.26702
O: 2.24898 1.17345 -0.83377
O: 1.11559 3.40442 -0.73901
N: -0.43008 1.26451 -1.19997
S: -0.75942 1.47101 0.27667
O: 0.29897 1.47026 1.31071
O: -1.64445 2.64858 0.39403
C: -1.94202 -0.10800 0.74676
F: -3.12119 0.01941 0.16080
F: -1.38536 -1.25227 0.49328
F: -2.19643 -0.00970 2.07068
Cl: 4.39722 -0.13507 -6.68469
C: 2.65225 -0.21269 -6.22388
C: 2.21804 -1.67973 -6.49312
Cl: 0.43840 -1.83020 -6.45161
H: 2.22282 0.50603 -6.92182
H: 2.58104 0.24517 -5.23727
H: 2.57511 -2.30531 -5.67505
H: 2.64541 -2.00942 -7.44009
Cl: -3.86797 4.79172 5.15256
C: -3.36725 4.15996 3.50985
C: -3.42249 2.64671 3.43354
Cl: -2.26730 1.87449 4.60880
H: -2.32157 4.44250 3.38817
H: -3.93608 4.57525 2.67793
H: -3.37604 2.31072 2.39765
H: -4.40884 2.31570 3.75856
C: -5.86052 -2.06204 -0.66287
O: -6.49068 -1.55960 0.50700
C: -6.63807 -2.64887 1.43019
C: -7.82603 -2.45436 2.42358
O: -7.64683 -1.71072 3.61919
C: -7.09921 -0.38413 3.46481
H: -5.78336 -1.30801 -1.44620
H: -6.32340 -2.88781 -1.20319
H: -4.81071 -2.14708 -0.38223
H: -5.76150 -2.58393 2.07479
H: -6.60929 -3.60566 0.90882
H: -8.14988 -3.45248 2.71847
H: -8.76863 -2.13248 1.98088
H: -7.42020 0.12747 2.55743
H: -6.00993 -0.39761 3.42733
H: -7.33268 0.23342 4.33212
C: 4.46208 -2.63191 -2.70569
C: 4.26204 -1.74581 -1.70622
C: 4.43800 -2.03816 -0.28922
O: 4.43924 -1.21119 0.65869
C: 4.63429 -3.44368 -0.02510
C: 4.90987 -4.42470 -0.97398
C: 4.85555 -4.07962 -2.46804
O: 4.98230 -4.86379 -3.40411
O: 5.19016 -5.75320 -0.63291
O: 4.04565 -0.47252 -1.98182
H: 4.47231 -2.27929 -3.72645
H: 4.59020 -3.62339 1.03893
H: 5.49911 -6.22516 -1.40970
H: 3.90168 0.09101 -1.21807
C: -0.47026 -4.16464 -3.01196
C: 0.30827 -4.38302 -1.89485
C: 0.78085 -3.35757 -0.94651
O: 1.51254 -3.45295 0.05399
C: 0.38880 -2.04613 -1.42740
C: -0.44649 -1.80454 -2.44151
C: -0.98158 -2.86924 -3.36263
O: -1.71723 -2.73332 -4.39329
O: -0.88648 -0.59089 -2.81179
O: 0.43764 -5.67984 -1.47486
H: -0.69429 -5.06855 -3.55892
H: 0.79250 -1.17692 -0.92949
H: -0.61404 0.06082 -2.16166
H: 0.71854 -5.63635 -0.55791
C: -1.66322 -3.28166 3.23773
C: -0.31575 -3.11216 3.08185
C: 0.73107 -4.25129 3.25149
O: 1.95144 -4.13771 3.34711
C: 0.06016 -5.54341 3.41346
C: -1.25459 -5.71181 3.45544
C: -2.28012 -4.60468 3.34657
O: -3.45195 -4.78473 3.24125
O: -1.79080 -6.93233 3.66439
O: 0.25018 -1.92285 2.69709
H: -2.28579 -2.39952 3.26300
H: 0.72672 -6.38745 3.51188
H: -2.72388 -6.96288 3.88809
H: 1.19297 -2.00643 2.53665
C: -3.79920 5.47719 -3.81004
C: -3.27772 6.29387 -2.88974
C: -2.05762 5.93519 -2.23746
O: -1.49623 6.75892 -1.53718
C: -1.72744 4.56947 -2.24199
C: -2.28838 3.68698 -3.13975
C: -3.37177 4.11491 -4.12212
O: -3.84788 3.36258 -4.98572
O: -2.00245 2.34179 -3.13687
O: -3.61681 7.58456 -2.90623
H: -4.64407 5.87532 -4.35234
H: -1.00928 4.11367 -1.57647
H: -1.30411 2.09916 -2.52444
H: -3.42936 7.96290 -2.04407